Entry 1:
9 unconnected molecules or ions with the total composition C55H104BF7N11O5 at a distorted geometry. Source: OMol25; level of theory: ωB97M-V/def2-TZVPD.

Cartesian coordinates (Å):
C -15.01306 13.66398 -8.08802
O -14.91203 14.55824 -9.19240
O -16.35300 13.20727 -7.99505
C -13.74371 12.75621 -7.92202
F -12.66201 13.48375 -7.87831
F -13.69481 12.09324 -6.76336
F -13.55152 11.85522 -8.91269
C -14.44719 15.93625 -8.96631
C -14.32952 16.55152 -10.35917
H -13.63637 17.39193 -10.39601
H -13.98759 15.92173 -11.18048
H -15.31212 16.83570 -10.73577
H -13.48523 15.96573 -8.45458
H -15.11886 16.58131 -8.39986
H -14.92897 14.24416 -7.16910
C -19.54694 18.49019 -11.29279
C -19.14438 17.22171 -10.45694
C -18.40476 17.76755 -9.18485
C -18.06359 16.66828 -8.17735
C -19.38630 16.11297 -7.61561
C -20.33022 15.60012 -8.77923
N -20.40488 16.52008 -9.97992
O -21.52510 16.39239 -10.82042
C -21.76927 15.65692 -8.10867
C -19.99584 14.20108 -9.25618
C -18.30162 16.28300 -11.32025
H -20.55166 18.82926 -11.04048
H -19.71828 18.31080 -12.35418
H -18.81316 19.28944 -11.18855
H -18.96177 18.53964 -8.65408
H -17.46514 18.25543 -9.44403
H -17.31107 16.98981 -7.45733
H -17.57172 15.89288 -8.76464
H -19.82758 16.92413 -7.03649
H -19.23225 15.35057 -6.85199
H -22.08177 16.67726 -7.88654
H -22.04763 15.10904 -7.20842
H -22.51522 15.33117 -8.83361
H -20.39302 13.49488 -8.52705
H -18.92411 14.00389 -9.28079
H -20.26817 13.92406 -10.27461
H -18.75211 15.82388 -12.20023
H -17.84984 15.44278 -10.79298
H -17.52549 16.85224 -11.83179
C -13.25915 15.73300 -5.27767
C -12.41836 16.17837 -4.08613
C -13.16140 15.82326 -2.82721
C -13.18479 14.34492 -2.51080
C -11.70234 14.01730 -2.18349
C -10.72776 14.16226 -3.41972
N -10.94412 15.48651 -4.11886
O -10.22057 15.62106 -5.33097
C -10.84857 12.94980 -4.40236
C -9.26926 14.20482 -2.77333
C -12.10131 17.71445 -4.13499
H -13.27505 14.65019 -5.40162
H -12.92602 16.14214 -6.23147
H -14.28139 16.07840 -5.12329
H -14.19591 16.16653 -2.81991
H -12.73156 16.21144 -1.90381
H -13.67423 13.68864 -3.23041
H -13.85187 14.06852 -1.69427
H -11.72816 12.96665 -1.89439
H -11.27928 14.44632 -1.27516
H -10.46095 11.97980 -4.09099
H -10.41828 13.18853 -5.37497
H -11.89986 12.73537 -4.59448
H -9.12295 13.47249 -1.97936
H -9.03683 15.13808 -2.26039
H -8.45303 13.93919 -3.44514
H -12.95181 18.22193 -3.67978
H -12.00249 18.08900 -5.15383
H -11.27424 18.00659 -3.48792
C -6.87252 16.48095 -8.99410
C -7.84249 16.73675 -10.19230
C -8.97879 15.63270 -10.19153
C -10.14934 15.81204 -9.24298
C -10.66706 17.30332 -9.37221
C -9.63947 18.39412 -9.20692
N -8.55040 18.06575 -10.16872
O -7.74137 19.07078 -10.70607
C -9.09886 18.41939 -7.76685
C -10.18303 19.79562 -9.63161
C -7.09995 16.62107 -11.56338
H -6.24580 17.33766 -8.74637
H -6.19530 15.67892 -9.28774
H -7.23180 16.09048 -8.04197
H -8.54334 14.65463 -9.98694
H -9.41770 15.49128 -11.17918
H -9.93257 15.47040 -8.23086
H -11.00296 15.18672 -9.50454
H -11.50744 17.56382 -8.72877
H -11.09582 17.39896 -10.36976
H -9.93286 18.59915 -7.08845
H -8.36620 19.19029 -7.52805
H -8.74017 17.47783 -7.35103
H -11.04601 20.17777 -9.08633
H -10.40211 19.78217 -10.69928
H -9.40857 20.53275 -9.41962
H -6.35952 17.40437 -11.72555
H -7.69372 16.67124 -12.47608
H -6.55425 15.67859 -11.60870
C -14.73504 19.76938 -11.77775
C -15.17195 18.78403 -12.92249
N -14.99219 19.41025 -14.26959
C -13.77284 19.74816 -14.87682
C -14.09003 20.38061 -16.10897
N -15.45130 20.18387 -16.35524
C -15.99157 19.66232 -15.21014
C -16.21284 20.54289 -17.53468
H -13.65028 19.79757 -11.67482
H -15.11908 19.36802 -10.83992
H -15.00239 20.81553 -11.92672
H -16.22516 18.53458 -12.79355
H -14.66595 17.82053 -12.98350
H -12.90131 19.69070 -14.24158
H -13.44839 20.82819 -16.85353
H -17.02458 19.37166 -15.08851
H -15.79719 19.93971 -18.34184
H -16.08423 21.55989 -17.90518
H -17.20728 20.09892 -17.48909
C -13.20001 13.45045 -12.19153
C -13.22898 14.17964 -13.49649
N -12.06604 13.83687 -14.32283
C -11.68585 12.63398 -14.85129
C -10.39050 12.70980 -15.32000
N -10.09194 14.05904 -15.32643
C -11.13462 14.70480 -14.72196
C -8.91873 14.72193 -15.88678
H -12.25926 13.72845 -11.71633
H -13.18718 12.36859 -12.32386
H -14.12395 13.67460 -11.65843
H -13.40646 15.24683 -13.36341
H -14.09838 13.82942 -14.05289
H -12.40527 11.86087 -14.62518
H -9.74103 12.02788 -15.84875
H -11.22465 15.76558 -14.54018
H -8.50188 15.45973 -15.20123
H -9.12840 15.18054 -16.85311
H -8.14887 13.99413 -16.14316
C -14.95472 9.83818 -10.83214
C -16.37404 10.43599 -10.59604
N -16.73288 11.35273 -11.63265
C -16.99894 12.70738 -11.43833
C -17.12927 13.27960 -12.65868
N -17.11986 12.24132 -13.64618
C -16.90743 11.06682 -12.99446
C -17.44554 12.36814 -15.04414
H -14.67457 9.18315 -10.00718
H -14.25133 10.67083 -10.83793
H -14.86115 9.33159 -11.79271
H -16.20113 11.06708 -9.72430
H -17.15694 9.76097 -10.25034
H -16.95838 13.17013 -10.46333
H -17.32280 14.30270 -12.94538
H -16.67372 10.12550 -13.46955
H -17.89230 13.35426 -15.17090
H -18.07530 11.55164 -15.39744
H -16.51076 12.43397 -15.60088
C -15.15801 9.84711 -0.85059
C -14.75357 11.24982 -1.30931
N -15.41264 11.70919 -2.56251
C -14.97356 11.35622 -3.82562
C -15.81484 11.97465 -4.72556
N -16.67165 12.81474 -3.97008
C -16.42516 12.56350 -2.68512
C -17.66247 13.77084 -4.43851
H -14.62566 9.59432 0.06637
H -14.81004 9.17047 -1.63109
H -16.20939 9.65212 -0.63920
H -13.67004 11.30718 -1.41314
H -15.00727 11.96443 -0.52633
H -14.06795 10.79435 -4.00045
H -15.82531 11.89981 -5.80291
H -16.94020 13.00614 -1.84536
H -17.93542 13.54985 -5.47038
H -17.17159 14.72541 -4.24889
H -18.61256 13.70107 -3.90883
B -14.24317 19.48557 -6.93081
F -14.36866 20.80095 -6.71948
F -15.22230 19.03847 -7.81964
F -13.06697 19.27249 -7.58831
F -14.33323 18.68697 -5.83775

The LUMO energy comes out at -12.9 eV. Its charge is +5. For the relative energy (zero: lowest compared OMol25 entry of this formula, charge and spin), the calculation gives 625.68 kJ/mol. Its spin multiplicity is 1.

Entry 2:
7 unconnected molecules or ions with the total composition C55H119N2O7P2 at a distorted geometry. Source: OMol25; level of theory: ωB97M-V/def2-TZVPD.

Cartesian coordinates (Å):
C 8.15636 -2.70814 -4.29162
C 6.68140 -2.99463 -4.67325
C 6.00199 -3.59486 -3.51130
C 4.48642 -3.99251 -3.58576
N 4.06879 -5.15207 -2.57333
C 2.52084 -5.31947 -2.70190
C 2.21524 -6.74300 -2.29335
C 3.56080 -7.52138 -2.26376
C 4.58851 -6.58390 -2.90670
C 4.40586 -4.83477 -1.11847
H 8.16032 -2.30951 -3.27713
H 8.85812 -2.11053 -4.87342
H 8.78602 -3.59338 -4.20237
H 6.56979 -3.64918 -5.53766
H 6.27652 -2.01913 -4.94264
H 6.11915 -3.00228 -2.60399
H 6.58570 -4.48416 -3.27355
H 4.04665 -4.34932 -4.51710
H 3.75401 -3.27347 -3.21882
H 1.91910 -4.54566 -2.22521
H 2.30013 -5.21251 -3.76395
H 1.61280 -6.63891 -1.39095
H 1.51704 -7.15696 -3.02086
H 3.85173 -7.60633 -1.21675
H 3.52405 -8.54129 -2.64656
H 5.61029 -6.77962 -2.58149
H 4.49091 -6.60269 -3.99216
H 3.65040 -5.26920 -0.46377
H 4.35533 -3.75273 -0.99707
H 5.41959 -5.16217 -0.88767
C -0.49054 -6.03489 11.68118
C -1.10024 -6.79230 10.55070
C -1.35852 -6.14207 9.27908
C -0.05486 -5.83792 8.49685
N -0.11123 -5.42190 7.02716
C 1.32659 -4.94328 6.52744
C 1.29488 -3.40056 6.49849
C -0.12744 -2.97920 6.96552
C -1.00258 -4.19571 6.67820
C -0.64620 -6.63808 6.15358
H 0.38628 -5.43229 11.44421
H -0.03847 -6.62963 12.47491
H -1.14235 -5.24638 12.05734
H -2.08152 -7.08401 10.92501
H -0.55852 -7.72699 10.40577
H -1.85639 -5.22106 9.58234
H -2.17591 -6.53564 8.67487
H 0.78332 -6.53044 8.57417
H 0.36040 -4.98112 9.02747
H 1.44708 -5.34822 5.52265
H 2.01945 -5.32959 7.27497
H 1.42625 -3.06638 5.46933
H 2.13493 -3.00707 7.07084
H -0.45287 -2.07697 6.44767
H -0.09689 -2.54396 7.96439
H -1.27969 -4.30632 5.62984
H -1.90202 -4.28679 7.28714
H -0.06856 -7.53075 6.39353
H -0.53971 -6.60497 5.06930
H -1.67732 -6.81528 6.45934
C -5.23098 0.84007 -5.02367
C -5.70527 0.95455 -3.57452
C -5.46551 -0.34286 -2.89846
C -5.64010 -0.25530 -1.39206
P -5.89756 -1.79652 -0.70403
C -5.19065 -1.81898 0.97142
C -5.52961 -0.56740 1.71595
C -4.51214 -0.36211 2.84275
C -4.92527 0.76280 3.77362
C -5.20616 -3.26422 -1.64006
C -5.44656 -4.56408 -0.91266
C -4.97569 -5.82230 -1.70147
C -4.85993 -7.11701 -0.90781
C -7.61332 -2.16982 -0.49878
C -8.41325 -2.51926 -1.74799
C -9.79885 -3.16280 -1.51429
C -10.64577 -3.34940 -2.75182
H -5.71379 1.68868 -5.50828
H -5.87170 0.07811 -5.46752
H -4.15570 0.72242 -5.15794
H -6.71216 1.33656 -3.40616
H -5.12232 1.76423 -3.13557
H -4.46776 -0.71688 -3.12803
H -6.07266 -1.12386 -3.35618
H -6.41383 0.44330 -1.07362
H -4.69799 0.16817 -1.04393
H -4.10190 -1.87091 0.96613
H -5.63196 -2.77806 1.24256
H -6.49292 -0.72947 2.19955
H -5.49938 0.34175 1.11542
H -3.46900 -0.25044 2.54699
H -4.44089 -1.28146 3.42398
H -5.96924 0.84615 4.07576
H -4.67196 1.72793 3.33493
H -4.56319 0.54515 4.77842
H -4.17917 -2.97574 -1.86402
H -5.77080 -3.35378 -2.56810
H -6.47763 -4.69437 -0.58398
H -4.87180 -4.44304 0.00554
H -3.99547 -5.61014 -2.12838
H -5.54265 -6.10160 -2.58953
H -5.57359 -7.17306 -0.08583
H -3.81721 -7.18454 -0.59755
H -5.02501 -8.06501 -1.41981
H -8.01615 -1.40937 0.17021
H -7.59913 -3.01633 0.18774
H -7.77245 -3.29634 -2.16467
H -8.38871 -1.71373 -2.48190
H -10.36752 -2.50705 -0.85497
H -9.69373 -4.14661 -1.05694
H -10.33574 -4.05204 -3.52532
H -10.74936 -2.43122 -3.33002
H -11.65263 -3.64528 -2.45722
C -0.74176 5.49002 0.42529
C 0.38481 6.26257 -0.12854
C -0.02805 7.11834 -1.29934
C 0.80274 8.39764 -1.44519
P 2.49734 8.37790 -2.00082
C 2.89793 10.08646 -2.50368
C 2.17063 10.54060 -3.85857
C 2.12655 12.07894 -4.09133
C 3.50683 12.80163 -4.03737
C 3.56799 7.75061 -0.61852
C 3.53591 8.52398 0.64043
C 4.84898 8.16219 1.53516
C 4.83487 8.90480 2.87575
C 2.64821 7.36115 -3.49729
C 2.88865 5.83182 -3.19800
C 3.50453 5.19222 -4.43756
C 2.58415 5.05685 -5.66790
H -1.39247 4.97028 -0.27794
H -1.35381 6.15042 1.03959
H -0.32929 4.72569 1.08391
H 0.84569 6.92258 0.60636
H 1.18521 5.54563 -0.31144
H -0.06125 6.45454 -2.16327
H -1.09619 7.30156 -1.18262
H 0.32810 8.96807 -2.24358
H 0.84936 9.01528 -0.54829
H 3.93714 10.41528 -2.50604
H 2.47178 10.58646 -1.63392
H 1.13222 10.20945 -3.87097
H 2.64224 10.11628 -4.74493
H 1.49308 12.67784 -3.43701
H 1.52840 12.26716 -4.98290
H 3.31438 13.87179 -4.11371
H 4.19128 12.55150 -4.84795
H 4.00123 12.63960 -3.07955
H 3.35986 6.68456 -0.52727
H 4.54686 7.89543 -1.07563
H 3.58837 9.58982 0.41833
H 2.59820 8.51973 1.19611
H 4.85328 7.09217 1.74280
H 5.67515 8.50395 0.91167
H 5.09583 9.93532 2.63488
H 5.72667 8.52286 3.37266
H 3.96062 8.73805 3.50502
H 3.36567 7.85419 -4.15324
H 1.74538 7.56815 -4.07187
H 2.05465 5.28347 -2.75998
H 3.61487 5.60301 -2.41803
H 3.74757 4.18946 -4.08611
H 4.50336 5.58493 -4.62782
H 2.98728 4.23354 -6.25759
H 2.44749 6.00258 -6.19234
H 1.59020 4.71778 -5.37600
C 7.52399 -0.98434 2.74793
C 7.54623 -2.07050 3.83025
O 6.49800 -2.69598 4.07335
O 8.58514 -2.24638 4.50690
H 8.12013 -1.33421 1.90513
H 8.11968 -0.11221 3.01746
H 6.57528 -0.61872 2.35505
C 1.39448 0.35839 0.36436
C 0.48111 -0.87335 0.01896
O -0.27780 -0.83613 -0.99906
O 0.64749 -1.87594 0.76108
H 2.44200 0.05752 0.34764
H 1.07014 0.79080 1.31090
H 1.31994 1.21798 -0.30171
O 0.18344 -0.10154 -5.48271
C 0.31332 -1.05641 -6.49159
O 0.57624 -0.85483 -7.72585
O 0.19565 -2.29558 -6.37466
H -0.05060 -0.65817 -4.73640

The LUMO energy comes out at -2.0 eV. Its charge is +1. Its spin multiplicity is 1.

no.,energy (eV)
1,-104994.32068
2,-94839.29304